No. 1
Computed, not measured: 2 unconnected molecules or ions with the total composition C4H11NO in a non-equilibrium geometry, with wB97M-V/def2-TZVPD.

The calculation puts the LUMO energy at 0.924 eV. Its SMILES is NC=O.CCC. The total energy comes out at -288.99453 Ha. For the HOMO-LUMO gap, the calculation gives 11.0 eV. The calculation puts the HOMO energy at -10.1 eV.

ORCA input file:
```
! RIJCOSX wB97M-V def2-TZVPD def2/J DEFGRID3
* xyz 0 1
N -2.19645 -1.50575 2.85178
C -1.16437 -1.48000 1.97171
O -0.21370 -2.22070 1.92789
H -2.36271 -2.32511 3.41381
H -2.66629 -0.66620 3.13584
H -1.20351 -0.61488 1.28817
C 0.89236 -0.17183 -0.50480
C 1.46882 0.69195 -1.60406
C 0.52507 1.86209 -1.94629
H -0.09669 -0.54643 -0.79624
H 1.45244 -1.07478 -0.25723
H 0.81554 0.39423 0.42324
H 2.44006 1.08738 -1.32184
H 1.56766 0.12816 -2.52785
H -0.03970 1.63190 -2.84766
H 1.00482 2.83366 -2.06094
H -0.22334 1.97631 -1.14552
*
```

---

No. 2
Computed, not measured: a molecular structure, C8H24B3I2N2O8P in a non-equilibrium geometry, with wB97M-V/def2-TZVPD.

The calculation puts the LUMO energy at -0.568 eV. The total energy comes out at -2042.29061 Ha. For the HOMO-LUMO gap, the calculation gives 8.3 eV. The calculation puts the HOMO energy at -8.9 eV.

ORCA input file:
```
! RIJCOSX wB97M-V def2-TZVPD def2/J DEFGRID3
* xyz 0 1
O -1.32788 -2.57254 0.66094
P -1.29682 -2.62691 -0.78211
O -1.34925 -1.16234 -1.43496
O -2.53067 -3.43344 -1.36878
B 0.38514 -3.42894 -1.31155
O 1.52043 -2.83174 -0.83969
B 2.21852 -2.42099 -1.94662
I 2.69607 -0.36677 -2.26909
O 2.49194 -3.37583 -2.89492
B 1.43374 -4.20111 -3.13055
I 1.10201 -4.94164 -5.11152
O 0.52963 -4.50879 -2.14607
H -0.65761 -1.08188 -2.12193
H -3.02862 -2.86761 -1.99788
C 1.62053 4.40302 -4.28167
C 2.19020 3.90895 -2.95583
C 2.87165 4.99732 -2.11808
O 4.14717 5.39305 -2.57787
C 4.14939 6.30567 -3.65937
N 3.08521 2.77507 -3.21685
H 2.39476 4.52741 -5.03798
H 0.90661 3.67983 -4.67427
H 1.10195 5.35545 -4.16024
H 1.35110 3.53805 -2.35914
H 3.04212 4.59367 -1.11681
H 2.21920 5.87359 -2.00540
H 3.31789 7.01293 -3.58793
H 4.11128 5.79029 -4.62182
H 5.08495 6.86154 -3.61391
H 3.37317 2.38608 -2.32293
H 3.94718 3.14492 -3.61064
C -1.38032 -2.40223 4.77064
C -2.47355 -2.88804 5.71790
C -3.76943 -3.31132 5.01421
O -4.57433 -2.24834 4.54559
C -4.14809 -1.67436 3.32230
N -2.70810 -1.86437 6.74160
H -1.55350 -1.38003 4.43744
H -0.41698 -2.41128 5.27989
H -1.30158 -3.03798 3.88728
H -2.09321 -3.78033 6.22497
H -4.39088 -3.84089 5.74173
H -3.55885 -4.01406 4.19653
H -3.71751 -2.42422 2.65319
H -3.42312 -0.87528 3.48977
H -5.02259 -1.23585 2.84138
H -3.34235 -2.23175 7.44493
H -3.22666 -1.10600 6.30612
*
```

---

No. 3
Computed, not measured: a single C3H5N molecule in a non-equilibrium geometry, with wB97M-V/def2-TZVPD.

The calculation puts the LUMO energy at 0.800 eV. Its SMILES is CCC#N. The total energy comes out at -172.03926 Ha. For the HOMO-LUMO gap, the calculation gives 12.0 eV. The calculation puts the HOMO energy at -11.2 eV.

ORCA input file:
```
! RIJCOSX wB97M-V def2-TZVPD def2/J DEFGRID3
* xyz 0 1
C 1.02050 -0.07422 -0.23748
C -0.50535 -0.22513 -0.17894
C -1.21015 0.70458 0.67944
N -1.69851 1.39790 1.49665
H 1.18790 0.68219 -1.03980
H 1.42508 -1.04138 -0.49406
H 1.56560 0.17349 0.67159
H -0.76045 -1.28733 0.20494
H -1.02462 -0.33010 -1.10235
*
```

---

No. 4
Computed, not measured: a single C4H10I2Si molecule in a non-equilibrium geometry, with wB97M-V/def2-TZVPD.

The calculation puts the LUMO energy (alpha / beta) at 0.511 / -2.573 eV. Its expectation value of S² is 2.01. The total energy comes out at -1043.22096 Ha. For the HOMO-LUMO gap (alpha / beta), the calculation gives 8.1 / 6.5 eV. The calculation puts the HOMO energy (alpha / beta) at -7.6 / -9.0 eV.

ORCA input file:
```
! RIJCOSX wB97M-V def2-TZVPD def2/J DEFGRID3
* xyz 0 3
C 0.74676 -1.22055 -0.86036
C 0.38459 1.85236 -0.26050
C -0.32814 -0.25923 1.91441
C -2.06916 0.02804 -0.61964
Si -0.29418 0.10040 0.04719
I -3.75929 -3.45920 1.31510
I -3.59762 -0.58459 0.53735
H 1.45649 -1.68345 -0.18065
H 0.12577 -2.01294 -1.27019
H 1.31166 -0.78678 -1.67963
H 1.45656 1.87549 -0.09317
H 0.20150 2.17673 -1.28013
H -0.06668 2.58301 0.40541
H -1.09720 0.32524 2.41102
H -0.52565 -1.30837 2.11619
H 0.62103 -0.01199 2.38062
H -2.27726 -0.04109 -1.67806
*
```